Here is 2 unconnected molecules or ions with the total composition C6H12O2 from the OMol25 dataset. Energies are from ωB97M-V with the def2-TZVPD basis set.

The geometry in ORCA input format:
```
! wB97M-V def2-TZVPD RIJCOSX def2/J DEFGRID3
* xyz 0 1
C -1.037 0.287 1.298
C -2.519 0.086 1.536
C -0.418 -1.011 0.638
O 0.527 -1.537 1.459
O -0.989 -1.711 -0.183
H 0.727 -2.409 1.065
H -0.888 1.135 0.624
H -0.531 0.510 2.242
H -2.689 -0.628 2.346
H -3.021 -0.289 0.639
H -2.987 1.039 1.798
C 0.659 0.577 -2.219
C 1.467 0.417 -0.973
C 2.800 0.414 -0.916
H 0.873 0.450 0.012
H 1.194 1.153 -2.979
H -0.272 1.108 -1.994
H 0.383 -0.405 -2.613
H 3.316 0.291 0.030
H 3.406 0.518 -1.810
*
```

The calculation puts the gap between HOMO and LUMO at 10.486 eV. Its SMILES is CCC(=O)O.C=CC. The LUMO energy comes out at 0.8 eV. The relative energy (zero: lowest compared OMol25 entry of this formula, charge and spin) comes out at 35.90 kcal per mole.

Here is a molecular structure, C38H49AlN7O4S from the OMol25 dataset. Energies are from ωB97M-V with the def2-TZVPD basis set.

The geometry in ORCA input format:
```
! wB97M-V def2-TZVPD RIJCOSX def2/J DEFGRID3
* xyz -1 1
C 7.021 -2.261 -1.142
O 6.228 -2.670 -2.222
C 5.187 -3.560 -1.838
C 4.782 -4.398 -3.024
C 3.743 -3.721 -3.919
C 2.451 -3.315 -3.203
C 1.869 -4.354 -2.243
C 1.050 -3.708 -1.109
C -0.013 -2.730 -1.533
O -1.227 -3.350 -1.847
Al -2.370 -1.945 -1.864
O -1.561 -1.238 -0.380
C -0.223 -1.649 -0.366
C 0.843 -0.607 -0.646
C 1.156 0.390 0.475
S 2.730 1.294 0.127
C 3.018 1.302 -1.578
N 3.113 0.350 -2.427
N 3.402 0.924 -3.651
C 3.474 2.183 -3.440
O 3.242 2.526 -2.177
H 6.478 -2.256 -0.197
H 7.377 -1.251 -1.316
H 7.887 -2.921 -1.037
H 4.336 -3.049 -1.384
H 5.592 -4.240 -1.086
H 5.660 -4.636 -3.617
H 4.374 -5.340 -2.673
H 3.558 -4.340 -4.793
H 4.198 -2.810 -4.308
H 1.701 -3.138 -3.968
H 2.583 -2.363 -2.697
H 2.634 -4.949 -1.755
H 1.219 -5.055 -2.761
H 0.585 -4.488 -0.513
H 1.774 -3.226 -0.449
H 0.240 -2.099 -2.395
H -3.906 -2.316 -1.581
H -2.234 -0.930 -3.114
H -0.108 -2.200 0.578
H 0.591 -0.042 -1.532
H 1.758 -1.164 -0.800
H 1.339 -0.150 1.395
H 0.381 1.126 0.625
H 3.711 2.884 -4.213
N 4.007 -6.228 0.124
C 2.886 -6.925 0.296
C 2.262 -7.090 1.523
C 2.835 -6.502 2.637
C 4.003 -5.773 2.478
C 4.543 -5.666 1.206
H 2.467 -7.367 -0.601
H 1.349 -7.662 1.599
H 2.377 -6.604 3.612
H 4.483 -5.293 3.320
H 5.451 -5.097 1.036
N -1.880 2.945 2.691
C -2.865 2.548 1.888
C -3.494 3.379 0.976
C -3.086 4.697 0.884
C -2.060 5.129 1.707
C -1.493 4.217 2.587
H -3.149 1.506 1.991
H -4.286 2.997 0.345
H -3.553 5.379 0.184
H -1.704 6.150 1.665
H -0.682 4.514 3.244
N -1.400 -5.748 1.124
C -1.579 -6.585 2.145
C -2.406 -6.325 3.226
C -3.087 -5.119 3.250
C -2.916 -4.236 2.199
C -2.065 -4.591 1.158
H -1.028 -7.519 2.086
H -2.512 -7.048 4.024
H -3.744 -4.873 4.077
H -3.428 -3.284 2.175
H -1.923 -3.914 0.319
N -4.433 7.086 -1.254
C -4.879 7.014 -2.507
C -4.434 7.838 -3.528
C -3.476 8.793 -3.231
C -3.003 8.884 -1.932
C -3.511 8.009 -0.984
H -5.629 6.253 -2.695
H -4.828 7.732 -4.530
H -3.102 9.457 -4.001
H -2.256 9.616 -1.657
H -3.170 8.044 0.047
N -3.868 8.211 2.807
C -4.950 7.441 2.932
C -5.545 7.144 4.148
C -4.987 7.670 5.301
C -3.863 8.470 5.191
C -3.347 8.709 3.927
H -5.350 7.045 2.005
H -6.423 6.514 4.188
H -5.421 7.459 6.270
H -3.393 8.901 6.065
H -2.469 9.332 3.797
*
```

The calculation puts the gap between HOMO and LUMO at 7.164 eV. The LUMO energy comes out at 2.1 eV.

Here is 17 unconnected molecules or ions with the total composition C3H41NO16 from the OMol25 dataset. Energies are from ωB97M-V with the def2-TZVPD basis set.

The geometry in ORCA input format:
```
! wB97M-V def2-TZVPD RIJCOSX def2/J DEFGRID3
* xyz 0 1
C -2.645 0.807 2.399
C -1.773 -0.454 2.225
N -0.923 -0.549 1.057
C -0.537 -1.906 0.787
H -2.039 1.752 2.653
H -3.438 0.652 3.218
H -3.105 1.040 1.411
H -2.490 -1.311 2.204
H -1.245 -0.413 3.196
H -0.023 0.044 1.171
H -0.066 -2.075 -0.216
H 0.242 -2.347 1.366
H -1.536 -2.452 0.802
H 2.952 4.245 1.663
H 2.381 2.766 1.721
O 3.139 3.303 1.440
H 3.324 0.704 4.541
H 2.547 0.368 3.184
O 2.570 0.671 4.059
H -1.836 0.324 -3.525
H -0.794 -0.463 -4.362
O -1.349 0.258 -4.302
H -4.486 -2.718 1.458
H -3.511 -3.898 1.366
O -3.605 -2.944 1.545
H 2.520 2.112 -2.158
H 3.666 1.596 -2.938
O 2.962 1.224 -2.421
H -0.117 -2.619 3.408
H -1.448 -2.506 2.958
O -0.952 -2.526 3.860
H 0.099 2.471 3.287
H 1.508 2.048 3.421
O 0.885 2.559 2.878
H 1.480 3.692 -1.605
H 2.516 3.467 -0.279
O 2.365 3.398 -1.337
H -2.988 1.410 -1.360
H -1.783 0.717 -0.874
O -2.071 1.325 -1.508
H 0.793 0.662 -4.853
H 1.998 0.924 -3.826
O 1.494 0.327 -4.406
H 2.028 -0.688 0.590
H 2.760 0.542 0.883
O 2.062 -0.024 1.225
H 0.465 2.457 0.232
H -0.733 2.675 -0.707
O 0.028 3.131 -0.329
H 1.398 -1.362 -3.731
H 1.692 -1.692 -2.325
O 0.951 -1.688 -2.913
H -0.876 -2.728 -1.597
H -1.073 -2.857 -3.048
O -1.438 -3.140 -2.193
H -3.739 -1.652 -1.825
H -3.193 -3.037 -1.933
O -3.938 -2.453 -2.222
H 2.829 -0.288 -1.472
H 3.430 -1.686 -0.906
O 2.666 -1.197 -1.037
*
```

The calculation puts the gap between HOMO and LUMO at 9.113 eV. The LUMO energy comes out at 0.0 eV. The relative energy (zero: lowest compared OMol25 entry of this formula, charge and spin) comes out at 11.70 kcal per mole.

Here is 13 unconnected molecules or ions with the total composition C25H76N14O13 from the OMol25 dataset. Energies are from ωB97M-V with the def2-TZVPD basis set.

The geometry in ORCA input format:
```
! wB97M-V def2-TZVPD RIJCOSX def2/J DEFGRID3
* xyz 0 1
C -1.928 4.961 -3.116
O -1.103 5.536 -3.798
N -1.803 3.678 -2.769
N -3.011 5.502 -2.554
H -0.980 3.256 -3.177
H -2.430 3.189 -2.146
H -3.590 4.872 -2.017
H -3.089 6.508 -2.591
C 2.592 -2.755 2.154
O 1.370 -2.869 2.082
N 3.222 -1.998 1.253
N 3.271 -3.232 3.102
H 2.627 -1.562 0.562
H 4.194 -1.769 1.402
H 2.843 -3.770 3.842
H 4.264 -3.201 2.918
C 0.703 0.356 -0.656
O 1.929 0.311 -0.553
N -0.099 0.037 0.309
N 0.076 0.719 -1.726
H 0.290 -0.227 1.203
H -1.072 -0.138 0.103
H 0.566 0.924 -2.586
H -0.933 0.765 -1.735
C -0.403 2.287 -5.429
O -0.082 2.112 -4.288
N -0.159 3.278 -6.191
N -1.183 1.440 -6.050
H 0.497 3.993 -5.909
H -0.562 3.214 -7.115
H -1.433 1.724 -6.986
H -1.344 0.488 -5.756
C 4.850 0.867 2.006
O 5.483 -0.160 1.725
N 4.875 1.502 3.088
N 3.916 1.384 1.269
H 4.155 2.197 3.224
H 5.422 1.185 3.875
H 3.289 1.902 1.868
H 3.555 1.048 0.387
C -3.652 -0.013 -2.125
O -2.641 0.237 -1.568
N -3.802 0.102 -3.440
N -4.669 -0.507 -1.521
H -4.641 -0.033 -3.986
H -3.056 0.525 -3.973
H -5.540 -0.726 -1.982
H -4.752 -0.611 -0.520
C -3.395 3.331 0.392
O -4.046 3.689 -0.587
N -3.157 4.126 1.391
N -2.826 2.160 0.499
H -2.945 3.654 2.259
H -3.674 4.993 1.370
H -2.895 1.522 -0.281
H -2.142 1.961 1.215
C -1.095 -3.363 -0.304
C -0.636 -4.734 -0.904
C 0.022 -5.609 0.161
O -1.666 -5.508 -1.449
H -0.282 -2.637 -0.322
H -1.349 -3.490 0.748
H -2.027 -3.019 -0.753
H 0.012 -4.443 -1.731
H 0.448 -6.534 -0.228
H -0.648 -5.819 0.995
H 0.812 -5.025 0.633
H -2.236 -5.685 -0.697
C 1.351 -1.122 -4.638
C 0.209 -2.192 -4.835
C -0.588 -2.233 -3.531
O -0.687 -1.739 -5.851
H 1.679 -0.730 -5.600
H 2.224 -1.440 -4.067
H 0.853 -0.282 -4.153
H 0.504 -3.196 -5.142
H 0.166 -2.301 -2.746
H -1.208 -3.126 -3.448
H -1.306 -1.423 -3.407
H -0.142 -1.621 -6.632
C 1.368 1.690 4.005
C 1.657 3.186 3.777
C 2.081 3.934 4.995
O 2.571 3.226 2.705
H 1.111 1.333 3.008
H 0.523 1.498 4.667
H 2.269 1.208 4.385
H 0.760 3.675 3.397
H 2.967 4.546 4.823
H 2.259 3.248 5.824
H 1.334 4.662 5.311
H 2.425 4.055 2.243
C 4.800 0.143 -2.360
C 4.427 1.590 -2.671
C 3.601 1.875 -3.930
O 3.705 2.025 -1.507
H 5.271 -0.388 -3.187
H 3.944 -0.518 -2.225
H 5.537 0.020 -1.565
H 5.372 2.125 -2.760
H 3.876 1.165 -4.710
H 3.907 2.852 -4.306
H 2.533 1.811 -3.724
H 2.961 1.440 -1.345
C -0.842 -1.291 6.221
C 0.176 -1.758 5.191
C 0.621 -3.225 5.400
O -0.319 -1.756 3.939
H -1.782 -1.815 6.044
H -1.069 -0.233 6.082
H -0.536 -1.358 7.265
H 0.982 -1.027 5.254
H 1.132 -3.733 4.582
H -0.223 -3.911 5.465
H 1.353 -3.369 6.195
H 0.274 -2.188 3.321
C -5.155 -1.476 3.209
C -3.848 -2.139 2.729
C -3.100 -1.206 1.736
O -3.029 -2.478 3.863
H -5.693 -2.164 3.862
H -5.768 -1.242 2.339
H -4.971 -0.559 3.768
H -3.976 -3.088 2.209
H -2.319 -1.782 1.239
H -2.634 -0.316 2.158
H -3.746 -0.836 0.941
H -2.147 -2.149 3.671
*
```

The calculation puts the gap between HOMO and LUMO at 8.591 eV. The LUMO energy comes out at 0.1 eV. The relative energy (zero: lowest compared OMol25 entry of this formula, charge and spin) comes out at 87.41 kcal per mole.

Here is 2 unconnected molecules or ions with the total composition CH2ClN3S from the OMol25 dataset. Energies are from ωB97M-V with the def2-TZVPD basis set.

The geometry in ORCA input format:
```
! wB97M-V def2-TZVPD RIJCOSX def2/J DEFGRID3
* xyz 0 3
C -1.463 -0.978 0.766
N -0.376 -0.645 0.359
N 1.692 -0.783 -0.455
N 0.565 -1.125 -0.391
S -2.810 -0.962 1.612
Cl -0.380 1.891 -0.985
H 2.075 -0.071 0.187
H 0.698 2.674 -1.093
*
```

The calculation puts the gap between HOMO and LUMO (spin up / spin down) at 6.689 / 7.234 eV. The LUMO energy (spin up / spin down) comes out at -0.1 / -2.4 eV. As for the expectation value of S²: 2.032. The relative energy (zero: lowest compared OMol25 entry of this formula, charge and spin) comes out at 10.62 kcal per mole.

Here is a single C6H12O molecule from the OMol25 dataset. Energies are from ωB97M-V with the def2-TZVPD basis set.

The geometry in ORCA input format:
```
! wB97M-V def2-TZVPD RIJCOSX def2/J DEFGRID3
* xyz 0 1
C -2.267 -0.055 0.803
C -1.208 0.878 0.218
C -0.406 0.232 -0.893
C 0.958 0.749 -1.251
C 0.808 -0.628 -0.651
C 1.393 -0.903 0.713
O 2.806 -0.986 0.662
H -2.953 -0.407 0.024
H -2.863 0.451 1.570
H -1.805 -0.937 1.262
H -0.538 1.225 1.014
H -1.690 1.780 -0.182
H -1.020 -0.089 -1.734
H 1.241 0.837 -2.296
H 1.361 1.533 -0.610
H 0.945 -1.453 -1.347
H 1.075 -0.138 1.438
H 1.052 -1.873 1.092
H 3.109 -0.213 0.167
*
```

The calculation puts the gap between HOMO and LUMO at 11.060 eV. Its SMILES is CC[C@H]1C[C@H]1CO. The LUMO energy comes out at 1.0 eV. The relative energy (zero: lowest compared OMol25 entry of this formula, charge and spin) comes out at 26.59 kcal per mole.